(1)
{"formula": "C6H20N5P", "method": "ωB97M-V/def2-TZVPD", "lumo_energy_ev": 0.817, "e_homo_ev": -7.2438, "orbital_gap_ev": 8.060, "e_above_lowest_kcal_mol": 0.3, "symbols": ["C", "C", "C", "C", "C", "C", "N", "N", "N", "N", "N", "P", "H", "H", "H", "H", "H", "H", "H", "H", "H", "H", "H", "H", "H", "H", "H", "H", "H", "H", "H", "H"], "positions_angstrom": [[0.799, -2.305, 0.985], [0.979, -0.329, 2.225], [-2.030, -1.711, -0.383], [-1.781, -0.115, -2.120], [-0.970, 2.199, 0.476], [1.149, 2.486, -0.471], [3.060, 0.667, 0.457], [3.623, -0.117, -0.277], [0.470, -0.937, 0.987], [-1.362, -0.539, -0.834], [0.164, 1.536, -0.090], [0.294, -0.130, -0.552], [0.257, -2.908, 1.756], [0.456, -2.723, 0.073], [1.895, -2.543, 0.981], [0.484, 0.751, 2.525], [0.835, -0.992, 3.106], [2.051, -0.145, 2.245], [-2.968, -1.345, 0.166], [-2.337, -2.510, -1.124], [-1.421, -2.107, 0.305], [-0.868, 0.253, -2.733], [-2.237, -0.933, -2.824], [-2.569, 0.694, -2.039], [-0.634, 3.122, 1.062], [-1.753, 2.676, -0.271], [-1.497, 1.492, 1.161], [1.843, 1.941, -1.066], [0.810, 3.489, -0.899], [1.745, 2.727, 0.477], [4.438, 0.119, -0.904], [3.386, -1.045, -0.374]], "forces_ev_per_a": [[0.510, -1.567, -0.181], [-1.272, 2.561, 1.373], [-3.593, 1.307, -0.542], [-0.486, 0.814, -2.941], [-1.853, 0.930, 0.742], [1.508, 1.137, 1.663], [0.731, -0.008, -0.301], [1.639, 2.965, -0.188], [0.040, 1.490, 1.488], [0.645, -0.172, -1.076], [-1.372, -0.415, -0.778], [0.046, 0.730, 1.103], [0.637, 0.595, -0.156], [-0.268, -0.642, -1.131], [-0.479, 0.211, 0.501], [1.006, -2.753, -1.023], [-0.572, 0.145, -0.653], [0.050, 0.021, -0.448], [0.800, -0.950, -0.697], [0.552, 1.128, 0.303], [1.690, -1.909, 2.797], [-1.446, -0.107, 0.893], [0.767, 1.048, 1.521], [0.878, -0.608, -0.370], [-0.251, -1.358, -0.397], [1.422, -1.203, 0.946], [0.089, 0.758, -0.492], [0.734, 0.274, -1.052], [0.022, -1.603, 0.120], [-0.612, 0.169, -1.230], [-0.322, 0.200, 0.445], [-1.240, -3.190, -0.234]], "lowdin_charge": [-0.225, -0.165, -0.151, -0.217, -0.180, -0.222, 0.024, -0.065, -0.407, -0.424, -0.428, 0.944, 0.103, 0.042, 0.085, 0.121, 0.071, 0.020, 0.110, 0.102, -0.018, 0.068, 0.098, 0.082, 0.089, 0.103, 0.074, 0.012, 0.102, 0.081, 0.125, 0.047]}

=====

(2)
{"formula": "C6H20O5", "method": "ωB97M-V/def2-TZVPD", "lumo_energy_ev": 0.408, "smiles": "C/C=C/C=C/C.O.O.O.O.O", "e_homo_ev": -8.4194, "orbital_gap_ev": 8.827, "e_above_lowest_kcal_mol": 50.1, "symbols": ["C", "C", "C", "C", "C", "C", "H", "H", "H", "H", "H", "H", "H", "H", "H", "H", "H", "H", "O", "H", "H", "O", "H", "H", "O", "H", "H", "O", "H", "H", "O"], "positions_angstrom": [[1.667, 0.376, 2.441], [0.939, 0.415, 1.139], [0.840, 1.513, 0.380], [0.250, 1.529, -0.967], [0.041, 0.445, -1.694], [-0.732, 0.383, -2.991], [1.107, -0.083, 3.256], [2.113, 1.339, 2.684], [2.587, -0.221, 2.357], [0.565, -0.521, 0.727], [1.116, 2.453, 0.849], [0.076, 2.544, -1.314], [0.268, -0.579, -1.439], [-0.716, 1.328, -3.538], [-0.275, -0.303, -3.706], [-1.731, 0.059, -2.701], [-1.654, 2.388, 1.828], [-2.723, 1.507, 1.274], [-2.614, 2.350, 1.731], [0.641, -3.099, 1.249], [-0.369, -3.662, 0.383], [0.331, -3.974, 0.978], [-1.757, -1.696, 2.750], [-1.264, -0.776, 1.717], [-2.036, -1.334, 1.898], [-1.840, -1.428, -1.559], [-2.140, -1.900, 0.055], [-1.629, -1.893, -0.760], [3.415, 0.270, -2.348], [2.882, 1.737, -2.454], [2.644, 0.832, -2.229]], "forces_ev_per_a": [[0.898, -0.386, -0.124], [0.228, 0.293, -0.135], [-0.487, -0.672, 0.376], [0.332, 0.362, 0.874], [-0.941, -0.194, -1.253], [0.939, 0.661, 0.006], [-0.082, 0.335, 0.141], [-0.620, 0.302, 0.330], [-0.274, -0.341, -0.198], [0.083, -0.089, 0.014], [0.272, 0.100, -0.290], [-0.442, -0.232, -0.438], [0.540, 0.232, 0.916], [-0.570, 0.188, 0.321], [-0.144, -0.408, 0.269], [-0.278, 0.179, -0.653], [-0.086, 0.180, 0.056], [-0.253, 0.011, 0.013], [0.384, -0.238, -0.089], [0.423, -0.309, 0.283], [-0.126, -0.512, -0.232], [-0.320, 0.910, -0.151], [-0.517, -0.320, -0.007], [-0.255, 0.175, -0.414], [0.743, 0.226, 0.449], [-1.082, 0.365, 0.336], [-0.743, 0.767, -0.480], [1.743, -1.454, 0.325], [0.234, 0.281, -0.116], [0.239, -0.139, -0.049], [0.159, -0.273, -0.081]], "lowdin_charge": [-0.104, -0.187, -0.123, -0.143, -0.198, -0.085, 0.067, 0.073, 0.078, 0.082, 0.106, 0.109, 0.092, 0.078, 0.079, 0.064, 0.018, 0.022, -0.058, 0.016, 0.013, -0.062, 0.066, 0.017, -0.047, 0.004, 0.014, -0.050, 0.047, 0.051, -0.038]}

=====

(3)
{"formula": "C6H20O7", "method": "ωB97M-V/def2-TZVPD", "lumo_energy_ev": 0.518, "smiles": "OCCO.OCCO.OCCO.O", "e_homo_ev": -9.8740, "orbital_gap_ev": 10.392, "e_above_lowest_kcal_mol": 57.1, "symbols": ["C", "C", "O", "O", "H", "H", "H", "H", "H", "H", "C", "C", "O", "O", "H", "H", "H", "H", "H", "H", "C", "C", "O", "O", "H", "H", "H", "H", "H", "H", "O", "H", "H"], "positions_angstrom": [[-3.542, -1.829, 1.161], [-3.579, -0.449, 1.795], [-2.320, -0.072, 2.387], [-2.915, -2.817, 2.027], [-2.950, -1.889, 0.255], [-4.564, -2.049, 0.888], [-4.361, -0.565, 2.556], [-3.816, 0.320, 1.077], [-1.906, -0.963, 2.514], [-2.223, -3.328, 1.573], [1.977, -2.307, -0.708], [1.043, -1.829, -1.815], [-0.256, -1.541, -1.270], [2.215, -1.346, 0.270], [2.972, -2.671, -0.993], [1.424, -3.172, -0.308], [0.896, -2.624, -2.606], [1.431, -0.974, -2.414], [-0.165, -0.787, -0.681], [1.395, -0.865, 0.446], [1.650, 2.637, -0.402], [2.162, 3.484, -1.616], [2.125, 2.641, -2.720], [1.534, 3.398, 0.786], [2.280, 1.809, -0.181], [0.682, 2.221, -0.729], [3.154, 3.860, -1.298], [1.447, 4.294, -1.744], [2.694, 1.907, -2.512], [2.273, 3.212, 1.359], [-0.096, 0.480, 0.727], [-0.801, 0.386, 1.415], [0.139, 1.427, 0.760]], "forces_ev_per_a": [[1.505, -0.527, -0.767], [0.464, -0.689, 0.736], [0.111, -1.618, -0.236], [-0.485, 0.559, 0.351], [-0.004, 0.583, -0.461], [-0.348, -0.619, 0.181], [0.194, 0.692, 0.191], [-0.416, 0.082, -0.282], [-0.241, 0.894, 0.411], [-0.613, 0.544, -0.090], [-0.443, -0.934, -0.375], [-0.099, -0.299, -1.447], [0.663, -0.469, -0.466], [-0.018, 0.762, 0.408], [-0.345, 0.132, -0.531], [0.232, -0.024, 0.301], [0.117, 0.545, 1.090], [-0.098, -0.102, 0.662], [-0.206, 0.450, 0.115], [0.077, 0.057, 0.294], [-0.324, 1.099, -0.905], [-0.414, -0.733, 2.496], [0.127, 0.369, -0.876], [-0.803, 0.277, -0.025], [0.806, -0.921, -0.288], [0.171, 0.387, 0.245], [-0.221, 0.103, -0.719], [0.239, 0.147, -0.237], [0.348, -0.574, -0.154], [0.249, -0.062, 0.134], [-0.365, 0.552, 0.778], [0.228, -0.012, -0.589], [-0.089, -0.653, 0.055]], "lowdin_charge": [-0.213, -0.205, -0.096, -0.076, 0.112, 0.113, 0.121, 0.121, 0.097, 0.098, -0.276, -0.236, -0.086, -0.065, 0.122, 0.113, 0.130, 0.115, 0.018, 0.035, -0.263, -0.243, -0.046, -0.051, 0.109, 0.115, 0.125, 0.124, 0.079, 0.088, -0.068, 0.048, 0.036]}

=====

no.,largest force on an atom (eV Å⁻¹)
1,3.9
2,2.3
3,2.6